15
Properties=species:S:1:pos:R:3:nbo_charge:R:1 method="wB97M-V/def2-TZVPD" e_above_lowest_kcal_mol=76.1 total_charge=+1 energy_ev=-8275.7751
C 1.741 0.309 -0.167 0.12
C 3.194 0.214 0.066 -0.67
C -3.720 -0.147 0.245 0.13
N 0.973 -0.708 -0.045 -0.04
N -2.641 0.387 -0.135 -0.58
O -0.290 -0.780 -0.253 -0.65
H 1.302 1.252 -0.466 0.21
H 3.527 1.019 0.719 0.25
H 3.728 0.331 -0.879 0.26
H 3.470 -0.743 0.503 0.23
H -3.712 -1.154 0.646 0.23
H -4.672 0.374 0.190 0.22
H -1.658 -0.083 -0.118 0.48
H 1.405 -1.602 0.217 0.39
H -2.648 1.331 -0.523 0.42